No. 1
Formula: C4H40N2O15
Source: the Open Molecules 2025 dataset
Level of theory: wB97M-V/def2-TZVPD

As for the total energy: -1414.3960 Eh. The value obtained for the HOMO-LUMO gap is 9.23 eV. The calculation puts the energy relative to the best compared isomer or geometry (same formula, charge and spin) at 134.7 kcal per mole. The HOMO energy comes out at -0.3421 Eh.

Each line ends with the Mulliken charge.
Positions of all 61 atoms, in Å:
N: -0.38 -3.72 0.40  -0.59
C: -0.28 -2.82 -0.76  -0.82
C: -0.85 -1.38 -0.56  -0.18
N: -0.17 -0.45 0.28  0.32
C: 1.07 0.23 -0.32  0.23
C: 2.20 -0.75 -0.72  -0.28
O: 3.47 -0.12 -0.63  -0.66
H: 0.47 -3.55 0.96  0.26
H: -1.19 -3.36 0.86  0.30
H: -0.87 -3.40 -1.62  0.28
H: 0.79 -2.76 -1.08  0.30
H: -0.93 -0.81 -1.53  -0.12
H: -1.88 -1.43 -0.15  0.30
H: 0.02 -0.80 1.13  0.25
H: 0.77 0.93 -1.01  0.14
H: 1.53 0.94 0.51  0.15
H: 2.15 -1.68 -0.05  -0.46
H: 2.05 -1.08 -1.72  0.42
H: 4.24 -0.83 -0.63  0.39
H: -4.01 1.83 -1.12  0.30
H: -2.67 1.58 -0.40  0.51
O: -3.06 1.95 -1.23  -0.75
H: -4.18 -0.61 -2.60  0.33
H: -2.98 0.11 -2.13  0.26
O: -3.43 -0.81 -2.09  -0.64
H: -2.34 -0.75 -4.23  0.38
H: -1.19 0.24 -4.05  0.34
O: -1.67 -0.32 -4.66  -0.61
H: 1.59 0.25 2.48  0.23
H: 2.99 -0.06 3.00  0.30
O: 2.20 -0.46 2.65  -0.63
H: 2.94 1.42 -1.93  0.26
H: 2.32 1.47 -3.42  0.35
O: 3.05 1.60 -2.76  -0.64
H: 3.36 -1.82 1.60  0.40
H: 3.11 -3.11 0.90  0.28
O: 3.78 -2.52 1.08  -0.65
H: -0.98 2.98 -1.57  0.27
H: -0.71 4.49 -1.46  0.27
O: -0.23 3.67 -1.32  -0.69
H: -1.24 0.75 0.75  0.45
H: -2.41 1.31 1.63  0.25
O: -1.80 1.58 0.94  -0.78
H: 1.96 4.26 0.79  0.28
H: 1.02 3.43 -0.01  0.30
O: 1.53 3.46 0.77  -0.55
H: 1.74 -1.60 3.76  0.39
H: 1.00 -3.03 4.01  0.26
O: 0.93 -2.08 4.14  -0.68
H: 0.05 1.88 -4.33  0.32
H: -0.05 2.35 -2.92  0.37
O: 0.20 1.54 -3.47  -0.72
H: 0.14 2.04 2.15  0.29
H: 1.55 2.51 2.72  0.32
O: 0.84 1.78 2.70  -0.66
H: -4.47 -0.90 0.79  0.25
H: -3.76 0.03 1.82  0.26
O: -3.85 -0.21 0.86  -0.48
H: -1.64 -1.19 3.62  0.25
H: -0.46 -1.19 4.65  0.42
O: -1.41 -1.00 4.53  -0.65



No. 2
Formula: C40H38Br2N5O3S2SiW
Source: the Open Molecules 2025 dataset
Level of theory: wB97M-V/def2-TZVPD

As for the total energy: -8347.5201 Eh. The value obtained for the HOMO-LUMO gap is 6.55 eV. As for the charge: +1. The calculation puts the energy relative to the best compared isomer or geometry (same formula, charge and spin) at 5.6 kcal per mole. The HOMO energy comes out at -0.3659 Eh.

Each line ends with the Mulliken charge.
Positions of all 92 atoms, in Å:
W: 1.10 -0.10 -1.13  3.76
C: 2.85 1.32 -1.23  -0.18
C: 3.29 -0.01 -0.98  -0.59
C: 3.03 -0.80 -2.17  -1.52
C: 2.52 0.07 -3.14  -0.36
C: 2.37 1.34 -2.57  -1.08
H: 2.94 2.15 -0.55  0.73
H: 3.76 -0.31 -0.06  0.64
H: 3.26 -1.84 -2.35  0.42
H: 2.20 -0.21 -4.13  0.67
H: 1.95 2.20 -3.06  0.49
Br: 1.90 -6.19 2.12  -0.11
C: 1.73 -4.58 1.19  -0.73
C: 2.83 -3.92 0.70  -1.00
C: 2.64 -2.72 0.04  -0.32
N: 1.45 -2.15 -0.17  0.28
C: 0.38 -2.81 0.31  0.83
C: 0.48 -4.02 0.99  -0.95
C: -0.95 -2.19 0.10  0.03
C: -2.11 -2.79 0.56  -0.62
C: -3.32 -2.15 0.38  -1.25
Br: -4.91 -2.94 0.98  -0.05
C: -3.34 -0.92 -0.25  -1.08
C: -2.14 -0.40 -0.70  -0.11
N: -0.96 -1.02 -0.55  1.91
H: 3.83 -4.30 0.84  0.53
H: 3.51 -2.22 -0.33  0.40
H: -0.39 -4.52 1.37  0.60
H: -2.09 -3.74 1.06  0.73
H: -4.26 -0.37 -0.41  0.64
H: -2.15 0.55 -1.20  -0.16
N: -6.23 -2.32 -4.19  -0.52
C: -4.87 -2.18 -4.19  1.00
C: -4.22 -1.41 -5.16  -0.79
C: -2.85 -1.24 -5.13  -0.45
C: -2.11 -1.83 -4.11  -0.38
C: -2.74 -2.62 -3.15  -0.42
C: -4.10 -2.79 -3.18  -0.80
S: -0.38 -1.62 -4.05  1.48
O: 0.06 -1.15 -5.33  -0.75
O: 0.22 -2.77 -3.44  -0.77
N: -0.10 -0.42 -2.96  -1.23
C: -0.62 0.81 -2.95  0.39
S: -1.69 1.72 -3.95  -0.06
C: -1.53 3.07 -2.85  -0.58
C: -0.70 2.77 -1.83  -1.22
N: -0.20 1.49 -1.88  -0.05
H: -6.73 -2.09 -5.04  0.22
H: -6.64 -3.07 -3.66  0.23
H: -4.80 -0.96 -5.96  0.34
H: -2.35 -0.67 -5.90  0.62
H: -2.14 -3.12 -2.40  0.47
H: -4.59 -3.41 -2.44  0.34
H: -2.05 3.99 -3.04  0.50
H: -0.44 3.42 -1.01  0.56
C: 1.01 0.74 4.94  -1.93
C: 0.80 0.00 3.62  2.49
C: 1.76 -1.20 3.55  -2.09
C: -0.64 -0.53 3.56  -1.70
Si: 1.02 1.17 2.15  -1.12
O: 0.81 0.29 0.79  0.72
C: -0.29 2.50 2.26  0.69
C: -1.45 2.40 1.48  -0.60
C: -2.48 3.33 1.57  -0.52
C: -2.37 4.39 2.46  -0.79
C: -1.23 4.52 3.24  -0.85
C: -0.21 3.58 3.14  -0.36
C: 2.71 2.00 2.07  1.04
C: 3.89 1.26 2.17  -0.15
C: 5.13 1.84 1.97  -0.81
C: 5.23 3.19 1.68  -0.68
C: 4.08 3.95 1.58  -0.71
C: 2.83 3.36 1.78  -0.48
H: 0.88 0.06 5.78  0.51
H: 0.29 1.55 5.06  0.36
H: 2.02 1.16 5.01  0.33
H: 1.48 -1.94 4.31  0.52
H: 2.79 -0.91 3.76  0.33
H: 1.72 -1.69 2.58  0.41
H: -0.81 -1.24 4.38  0.55
H: -0.83 -1.07 2.62  0.30
H: -1.37 0.27 3.64  0.28
H: -1.54 1.57 0.79  0.77
H: -3.36 3.23 0.96  0.49
H: -3.16 5.12 2.53  0.41
H: -1.14 5.34 3.93  0.47
H: 0.67 3.70 3.77  0.52
H: 3.84 0.20 2.40  0.27
H: 6.03 1.24 2.06  0.45
H: 6.20 3.65 1.53  0.41
H: 4.14 5.01 1.36  0.43
H: 1.94 3.98 1.69  0.34



No. 3
Formula: C22H36BBaBr18O8
Source: the Open Molecules 2025 dataset
Level of theory: wB97M-V/def2-TZVPD

As for the total energy: -47844.4311 Eh. The value obtained for the HOMO-LUMO gap is 5.90 eV. As for the charge: +1. The calculation puts the energy relative to the best compared isomer or geometry (same formula, charge and spin) at 30.4 kcal per mole. The HOMO energy comes out at -0.3909 Eh.

Each line ends with the Mulliken charge.
Positions of all 86 atoms, in Å:
Ba: -4.25 -0.13 -4.92  1.72
O: -1.97 0.87 -3.90  -0.84
C: -1.43 0.44 -2.84  0.93
O: -0.37 0.85 -2.23  -0.14
B: -0.13 0.01 -1.02  0.38
O: -1.05 -1.14 -1.24  0.10
C: -1.93 -0.83 -2.14  -0.02
O: -2.96 -1.44 -2.45  -0.64
O: -0.40 0.65 0.32  0.37
C: 0.77 0.65 1.01  0.46
O: 0.98 1.18 2.09  -0.52
C: 1.85 -0.02 0.15  0.17
O: 1.32 -0.40 -0.94  -0.19
O: 3.07 -0.03 0.38  -0.72
Br: -1.82 -2.62 -4.95  -0.09
C: -0.25 -3.73 -4.97  -0.37
C: -0.12 -4.48 -3.63  -0.02
Br: 1.42 -5.67 -3.58  -0.09
H: 0.66 -3.14 -5.11  0.08
H: -0.28 -4.39 -5.83  0.42
H: -1.03 -5.07 -3.47  0.50
H: 0.02 -3.82 -2.77  -0.50
Br: 2.07 3.61 7.17  -0.18
C: 2.82 4.11 5.36  -0.60
C: 1.74 4.05 4.28  -0.43
Br: 2.47 4.71 2.55  -0.18
H: 3.62 3.45 5.02  0.38
H: 3.14 5.14 5.52  0.39
H: 0.78 4.50 4.51  0.42
H: 1.46 3.01 4.13  0.22
Br: -1.99 4.73 3.01  -0.20
C: -1.07 4.46 1.30  0.12
C: -1.99 4.39 0.18  -0.64
Br: -1.00 3.96 -1.52  -0.17
H: -0.63 3.46 1.40  -0.34
H: -0.37 5.29 1.18  0.43
H: -2.44 5.36 -0.03  0.42
H: -2.80 3.69 0.36  0.34
Br: 3.49 -5.06 0.39  -0.14
C: 2.73 -3.56 -0.74  0.09
C: 3.57 -3.54 -2.02  -0.70
Br: 2.83 -2.20 -3.29  -0.15
H: 2.78 -2.65 -0.14  0.16
H: 1.65 -3.69 -0.87  -0.10
H: 3.44 -4.45 -2.60  0.30
H: 4.62 -3.30 -1.82  0.50
Br: 6.74 -1.07 5.61  -0.17
C: 6.03 -0.33 3.87  -0.50
C: 4.63 -0.98 3.54  -0.35
Br: 4.43 -2.99 3.80  -0.13
H: 6.77 -0.46 3.09  0.37
H: 5.99 0.74 4.06  0.33
H: 4.29 -0.79 2.52  0.14
H: 3.92 -0.66 4.30  0.33
Br: -3.65 -0.01 5.49  -0.18
C: -3.01 1.40 4.30  -0.78
C: -2.31 0.72 3.16  0.45
Br: -3.51 0.39 1.67  -0.16
H: -2.30 2.02 4.85  0.42
H: -3.84 2.09 4.14  0.43
H: -1.75 -0.15 3.50  0.28
H: -1.59 1.46 2.81  -0.51
Br: 0.40 -2.74 3.54  -0.17
C: -0.13 -4.03 2.16  -0.09
C: -1.17 -3.39 1.29  -0.14
Br: -1.39 -4.45 -0.34  -0.14
H: -0.37 -4.96 2.68  0.48
H: 0.87 -4.15 1.74  -0.23
H: -1.02 -2.32 1.13  -0.15
H: -2.15 -3.51 1.76  0.45
Br: 0.91 -0.65 -6.54  -0.19
C: 1.99 1.05 -6.28  -0.53
C: 1.54 1.56 -4.84  -0.20
Br: 2.20 3.38 -4.46  -0.16
H: 1.82 1.81 -7.04  0.48
H: 3.07 0.92 -6.37  0.42
H: 1.74 0.88 -4.01  0.08
H: 0.48 1.77 -4.94  0.09
Br: -5.84 -0.82 -1.98  -0.16
C: -6.62 0.70 -0.98  -0.23
C: -6.83 1.97 -1.79  -0.62
Br: -5.08 2.79 -2.31  -0.13
H: -5.99 0.89 -0.10  0.11
H: -7.51 0.31 -0.47  0.42
H: -7.39 2.66 -1.16  0.38
H: -7.43 1.78 -2.68  0.36